[1]
Below is a structure of composition C37H43NP2PtSb2, with properties calculated with ωB97M-V/def2-TZVPD.

Structure (XYZ):
```
86
Properties=species:S:1:pos:R:3:forces:R:3:lowdin_charge:R:1
H 2.346557 2.419567 2.958570 0.00 0.00 0.01 0.106
C -1.516623 -4.231724 -1.172650 -0.01 0.05 0.05 -0.279
C -1.308911 -2.260542 3.227477 -0.02 0.00 -0.03 -0.048
C -2.919078 -3.297498 -3.104981 0.13 -0.01 -0.03 -0.334
C 1.884666 3.067873 -2.336648 -0.02 0.02 0.00 -0.088
H 0.425897 -4.895889 -1.804802 0.01 0.00 0.00 0.084
H -2.075496 6.695184 -0.492930 0.00 0.00 0.00 0.121
P 0.840398 0.607703 1.312501 0.40 -0.19 -0.10 0.794
H -3.037269 -1.614121 -0.453957 0.01 0.02 0.03 -0.005
H -3.680095 0.034296 -0.688026 -0.02 0.06 0.01 -0.015
H 1.256317 2.479564 -2.997470 0.00 0.00 0.00 0.103
C -0.211206 -4.011835 -1.875624 0.00 0.13 -0.15 -0.283
H -0.215939 5.150585 -0.053762 0.00 0.00 -0.01 0.113
H 4.738475 2.538849 3.537359 0.00 0.00 0.00 0.119
C 5.291294 0.907058 2.258031 0.01 0.00 0.00 -0.039
H -4.181642 5.854612 -1.476503 0.00 0.00 0.00 0.122
C 0.309156 -0.100091 3.909230 0.05 -0.06 -0.01 -0.074
C 3.486244 4.595066 -0.649989 0.00 0.00 0.00 -0.048
C -1.058280 -1.964866 4.558862 0.01 0.01 0.02 -0.033
C 3.504789 -0.131620 1.038729 0.00 0.05 -0.01 -0.092
H 2.240937 -1.991609 -3.439670 -0.01 0.01 0.00 0.016
Sb 1.036859 -2.471372 -1.075108 0.11 0.20 0.29 1.322
H -0.524635 -5.084869 0.526600 0.00 0.00 0.00 0.107
C -3.870578 -4.831040 0.209040 -0.02 0.03 -0.03 -0.056
H -1.336525 0.148818 -1.928531 -0.35 -0.06 -0.03 -0.108
C 0.046983 -0.388227 2.565211 0.15 -0.02 0.06 -0.336
C -0.873224 2.606052 2.192249 0.16 0.11 0.06 -0.095
H 6.342904 0.972856 2.502527 0.00 0.00 0.00 0.121
C -2.188997 5.642435 -0.712505 -0.03 -0.01 -0.01 -0.040
H -1.938142 -3.098842 2.959244 0.00 0.00 0.00 0.105
H -0.326479 -3.780984 -2.931957 0.01 -0.04 -0.01 0.051
H -4.436145 3.455246 -2.001248 0.00 0.00 0.00 0.118
C 2.994455 3.721997 -2.842806 0.01 0.00 0.00 -0.053
H 3.432555 -1.861806 -2.131495 0.00 0.01 -0.02 0.010
C -3.518118 3.820433 -1.561409 -0.01 -0.02 0.00 -0.047
Sb -3.405094 -1.165688 -3.106301 -0.15 -0.05 0.14 1.385
H -0.050192 -0.662994 5.939595 0.00 0.00 0.00 0.121
H 2.882744 -3.026670 0.822374 0.02 0.05 0.02 0.006
H 1.278972 -3.513656 1.404231 0.00 0.02 0.00 0.007
H -2.588124 -5.590814 1.761126 0.00 0.01 0.01 0.112
H -2.598575 1.889186 -1.523249 -0.01 -0.09 -0.02 0.064
C -3.373014 5.167423 -1.267028 0.02 0.01 0.01 -0.035
C 2.594529 -2.441718 -2.514234 0.02 -0.03 0.05 -0.274
C -2.752304 -3.934859 -1.760323 -0.03 0.02 0.03 -0.290
N 0.277616 2.222720 1.338135 -0.41 -0.30 -0.27 -0.422
H 3.237937 3.640555 -3.893315 0.00 0.00 0.00 0.117
C -2.642054 -5.110579 0.792904 0.04 -0.02 -0.01 -0.077
C -1.297867 3.406662 -0.737036 0.07 0.10 -0.04 -0.345
H 2.148737 -4.520614 0.222089 -0.02 0.00 -0.02 0.029
H 0.963955 0.718217 4.184265 0.00 0.00 -0.01 0.108
H -0.617247 -1.155940 -3.010655 -0.17 -0.08 -0.16 -0.051
H 4.111256 5.190992 0.001325 0.00 0.00 0.00 0.117
C 1.573882 3.183210 -0.981222 0.01 0.04 0.03 -0.367
C 3.043833 1.713878 2.523696 0.03 -0.04 0.00 -0.095
H -2.054568 -3.408163 -3.759063 -0.02 -0.01 0.01 0.045
H 2.918391 -3.463235 -2.707511 0.01 0.01 -0.01 0.028
C -1.484382 -4.817023 0.096153 0.00 -0.01 0.04 -0.060
H 3.159565 -0.857404 0.316927 0.01 -0.05 -0.05 0.045
H 5.559755 -0.720846 0.887386 0.00 0.00 0.00 0.118
C 4.851203 -0.048504 1.352309 0.02 0.00 -0.01 -0.047
H -0.969644 -1.700659 1.189197 -0.01 0.00 -0.01 0.050
H -4.790910 -5.073885 0.722983 0.00 -0.01 0.00 0.115
C -1.369342 -0.370176 -2.921692 0.65 0.05 0.01 -0.407
C 3.793344 4.484263 -1.998711 0.00 0.00 -0.01 -0.044
C -1.147483 4.769967 -0.456175 0.01 0.00 -0.04 -0.075
H -1.176881 0.382913 -3.683650 0.01 0.02 0.01 0.010
H -1.796072 2.095897 1.907460 0.01 -0.01 0.01 0.091
H -3.749685 -3.771426 -3.627598 -0.06 0.08 -0.02 0.061
H -0.643478 2.367448 3.226759 0.02 0.00 0.02 0.078
C 4.390158 1.788411 2.840667 -0.01 0.02 0.01 -0.045
H -4.765289 -1.356304 -0.742411 -0.01 -0.01 -0.02 0.014
C -2.481771 2.938226 -1.294599 -0.01 -0.07 0.07 -0.079
C -3.765729 -1.007470 -0.993656 0.06 -0.02 -0.03 -0.330
C -0.250629 -0.885269 4.900487 -0.02 -0.01 0.00 -0.040
H -1.021903 3.679656 2.113971 -0.01 0.00 0.00 0.085
P 0.105309 2.354437 -0.384906 -0.03 0.02 0.01 0.852
C -3.911276 -4.259098 -1.048279 -0.03 0.03 0.03 -0.058
C -0.755725 -1.475310 2.227342 -0.16 0.10 0.00 -0.109
Pt 0.254004 0.083239 -0.774481 -0.32 0.01 -0.02 0.482
C 2.597015 0.741931 1.627383 -0.04 0.02 0.20 -0.340
H -4.873380 -4.057022 -1.505980 -0.01 -0.02 0.00 0.124
H 4.660401 4.994239 -2.396491 0.00 0.00 0.00 0.119
C 2.376222 3.942662 -0.134352 0.01 -0.02 -0.01 -0.087
H 2.138170 4.016280 0.918891 0.00 0.00 0.00 0.099
H -1.490863 -2.578331 5.337833 0.00 0.00 0.00 0.122
C 1.945394 -3.499976 0.543854 -0.05 0.00 0.01 -0.264
```
Forces are in eV/Å.

Results
Maximum force, hartree/bohr: 0.0127
Charge: +2
HOMO, eV: -13.01
Gap between HOMO and LUMO, Eh: 0.2482
Spin multiplicity: 1


[2]
Below is a structure of composition C37H43O3SiTl at a distorted geometry, with properties calculated with ωB97M-V/def2-TZVPD.

Structure (XYZ):
```
85
Properties=species:S:1:pos:R:3:forces:R:3:lowdin_charge:R:1
H -2.482616 -2.211552 6.203609 0.09 -0.27 -0.20 0.097
C -3.470433 5.926867 -3.826162 0.06 0.83 0.13 -0.559
C 3.750165 -2.509905 5.035227 -0.08 -0.07 -0.14 -0.090
C -0.512454 -3.542977 3.747480 -0.30 0.03 -0.06 -0.246
H -0.213668 -5.646445 3.385755 -0.18 0.14 0.20 0.098
C -1.999451 -2.968810 5.580143 0.19 -0.07 -0.11 -0.093
H -0.870027 -4.235782 0.101912 0.42 -0.13 -0.02 0.100
H 3.484747 1.636425 1.459885 -0.38 -0.04 0.05 0.110
H 1.478651 4.303487 -3.512536 -0.31 -0.31 0.18 0.121
C 1.843391 -1.876519 -0.996672 0.44 0.44 0.22 -0.096
H -5.536916 6.318694 -4.645146 0.01 0.06 0.14 0.109
H -4.407762 5.669061 -5.841368 0.08 -0.04 -0.09 0.108
H 5.828351 -2.024052 4.585072 -0.49 -0.10 -0.14 0.100
H -0.388151 -6.142756 -1.421305 0.17 0.00 0.17 0.096
C 0.722151 -1.653650 -1.841742 0.10 0.64 -0.26 -0.167
C 2.102654 0.186315 -1.976821 -0.37 0.29 0.48 -0.084
C 0.299608 -5.918783 -0.605258 0.00 0.09 0.29 -0.090
H 3.909004 -2.598931 6.112932 0.01 -0.01 -0.34 0.098
H -0.665070 3.328340 -5.038354 0.22 -0.03 0.04 0.101
C 0.894660 -0.380765 -2.460160 -0.36 -0.35 0.27 -0.146
C 1.725509 0.735328 2.530034 0.73 0.18 -0.40 -0.038
H -4.498977 3.490567 -4.792577 -0.21 -0.09 0.24 0.115
H 2.012730 -2.779775 -0.410507 -0.09 0.36 -0.23 0.084
C 2.032408 -5.338912 1.519279 -0.11 -0.35 -0.56 -0.085
H -1.699915 -6.358172 5.262627 -0.04 0.32 -0.05 0.098
C 4.817526 -2.182751 4.188938 -0.38 0.06 -0.18 -0.096
H 1.659182 -3.053763 5.183753 0.29 0.16 -0.24 0.100
C 4.568653 -2.037967 2.815905 -0.15 0.03 -0.01 -0.087
C 0.139909 1.768511 1.221776 -0.16 -0.77 0.58 -0.154
C 0.330064 0.849351 2.296368 -0.55 0.87 -0.60 -0.091
O -3.548288 4.575626 -3.255138 -1.02 0.69 -0.93 -0.115
C 2.280512 -6.440756 0.679646 -0.10 0.08 0.21 -0.086
C -1.157653 -2.575296 4.530663 -0.38 -0.51 0.53 -0.096
H -5.630501 4.150561 -3.533778 0.31 -0.22 -0.01 0.118
H -1.368221 1.275535 -3.293995 -0.04 0.75 0.21 0.090
H -1.336602 6.103925 -3.730888 -0.46 0.14 -0.31 0.064
C -0.208880 2.959682 -4.115964 0.54 0.20 0.43 -0.145
H -4.736453 6.735909 -2.304444 0.22 0.26 -0.01 0.091
C 0.414887 4.115282 -3.290809 -0.05 0.54 0.02 -0.175
C 3.274644 -2.209336 2.305903 0.57 0.00 0.24 -0.115
C 2.213759 -2.595694 3.135371 -0.01 0.36 0.00 -0.240
C 2.682870 -0.732296 -1.062087 -0.25 -0.57 0.25 -0.098
H -0.106103 -2.349679 -1.993765 0.39 0.16 -0.09 0.086
H 2.182345 0.149600 3.323955 -0.09 0.13 -0.30 0.105
H -2.084351 7.181757 -4.914133 -0.10 -0.35 -0.05 0.099
C -1.270451 2.376751 -3.176842 -0.21 0.51 0.45 -0.156
H 5.383034 -1.788173 2.130236 -0.21 -0.03 0.26 0.100
H -2.246090 2.867782 -3.373100 0.65 -0.42 0.21 0.089
H 1.618705 2.829240 -0.078540 -0.09 0.00 0.22 0.099
H -0.814745 2.142950 0.843662 0.46 -0.10 0.26 0.061
H 3.602154 -0.575905 -0.499536 -0.23 -0.10 -0.28 0.093
O -0.231022 -1.883024 1.464308 -0.40 0.87 -0.66 -0.515
C -0.736128 2.778107 -1.761738 0.11 -0.73 0.33 -0.210
H 0.566831 2.218844 -4.370915 -0.28 0.22 0.07 0.105
C 1.424772 -6.726604 -0.390706 -0.07 0.33 0.17 -0.098
C -0.715628 -4.900420 4.004716 -0.44 0.12 0.65 -0.080
Si 0.540655 -2.983808 2.319741 0.05 -0.17 0.04 0.382
H -2.869742 -4.641572 6.651630 0.26 0.11 -0.26 0.097
H -0.226527 1.867157 -1.328961 -0.46 1.05 -0.27 0.041
H 1.620945 -7.576301 -1.051652 -0.04 0.31 0.27 0.099
H -1.008810 -1.509000 4.329742 -0.03 -0.36 0.03 0.093
H 3.090983 -2.035855 1.240072 0.14 -0.14 0.47 0.072
H -0.452971 0.340346 2.854148 0.30 0.21 -0.13 0.090
H 2.694999 -5.134041 2.369673 -0.19 -0.06 -0.44 0.107
C -2.130679 6.168440 -4.487795 0.02 0.02 0.12 -0.018
H 0.233919 0.071178 -3.198157 0.26 -0.20 0.21 0.074
H 3.139286 -7.089106 0.879359 -0.28 0.23 -0.11 0.099
Tl -1.617150 -0.472281 -0.107437 1.03 -0.88 0.73 0.930
C 2.406521 1.522143 1.558294 -0.21 -0.54 0.42 -0.045
H -0.112572 5.062938 -3.476475 0.39 -0.58 -0.07 0.070
O 0.256272 3.839404 -1.876247 -0.68 -1.20 -1.15 -0.155
H -3.818869 7.970449 -3.250670 -0.14 -0.24 0.16 0.092
H 2.493319 1.166231 -2.241071 -0.01 -0.30 -0.04 0.101
H -1.960209 5.408152 -5.262955 0.10 0.30 0.13 0.091
C -2.203816 -4.332580 5.840973 0.16 0.09 -0.25 -0.101
C -1.561202 -5.294963 5.053226 0.13 0.12 -0.01 -0.088
C -3.773656 6.981645 -2.771282 0.08 -0.11 0.07 -0.022
H -1.534557 3.137825 -1.065316 0.49 -0.33 -0.61 0.124
C 0.929610 -4.506142 1.277261 -0.18 -0.12 0.04 -0.255
C 0.039815 -4.831964 0.241604 0.35 -0.47 -0.29 -0.101
C 1.425321 2.155260 0.750601 0.11 -0.28 -0.43 -0.042
H -2.993548 7.022307 -1.995298 -0.23 -0.13 -0.22 0.091
C -4.712499 4.319415 -4.110080 0.01 -0.46 0.05 -0.150
C -4.668381 5.683716 -4.788394 0.69 -0.17 0.47 -0.077
C 2.466223 -2.744038 4.511298 0.37 0.11 -0.17 -0.081
```
Forces are in eV/Å.

Results
Maximum force, hartree/bohr: 0.0349
HOMO (alpha / beta), eV: -6.85 / -7.04
Gap between HOMO and LUMO (alpha / beta), Eh: 0.1380 / 0.1474
Spin multiplicity: 1